(1)
198
Properties=species:S:1:pos:R:3:forces:R:3 method="wB97M-V/def2-TZVPD" e_tot_ev=-92933.9044 e_above_lowest_kj_mol=155.9 smiles="CC1(C)CCCC(C)(C)N1O.CC1(C)CCCC(C)(C)N1O.CC1(C)CCCC(C)(C)N1O.CC1(C)CCCC(C)(C)N1O.CC1(C)CCCC(C)(C)N1O.CN(C)C=O.CN(C)C=O.CN(C)C=O.CN(C)C=O" homo_lumo_gap_ev=8.7
C 18.5495 16.6459 8.0048 0.7 -0.6 0.6
C 18.6433 16.3376 9.5346 0.1 -0.3 -1.7
C 18.0218 17.5527 10.1684 0.9 1.7 -0.2
C 17.7945 15.0609 9.8143 1.3 0.7 0.0
C 18.1460 14.3500 11.0766 -0.4 0.0 2.8
C 19.6139 14.0921 11.0710 0.0 0.4 -1.2
C 20.4503 15.3759 11.1000 -1.4 0.3 -1.7
C 20.3136 16.2137 12.3448 -0.5 0.3 -0.1
C 21.8936 14.9948 11.0138 1.0 0.1 -0.3
N 20.0667 16.1150 9.7736 1.1 -1.2 1.6
O 20.7177 17.3988 9.7268 0.0 -0.2 0.3
H 17.5400 16.6308 7.6747 -1.1 0.0 -0.2
H 18.9191 17.6453 7.8970 0.3 0.6 -0.4
H 19.1115 15.9596 7.3646 0.1 0.0 0.3
H 17.1872 17.7735 9.5008 -0.3 0.4 0.6
H 17.7353 17.4028 11.1750 -0.8 -0.3 1.1
H 18.6950 18.4711 10.2181 -0.7 -1.3 -0.5
H 16.7793 15.3466 9.6755 -0.9 0.0 0.0
H 18.0691 14.3175 9.0850 -0.1 -0.1 -0.9
H 18.0117 14.8140 12.0770 -0.7 0.8 -0.7
H 17.5891 13.4278 11.2676 -0.1 -0.2 -0.7
H 19.7731 13.6541 10.0957 0.7 -0.4 -0.4
H 19.9105 13.3816 11.8033 0.5 -0.4 0.9
H 20.8158 15.5939 13.0642 0.6 0.4 0.9
H 19.3124 16.3367 12.7415 -0.4 0.1 -0.3
H 20.7402 17.2171 12.1614 0.1 -0.6 0.4
H 22.1741 14.3902 11.8948 -0.1 0.3 -0.3
H 22.4575 15.9462 11.0104 0.3 -0.6 0.0
H 22.1283 14.4036 10.1137 -0.1 0.3 0.2
H 21.6197 17.2123 9.4300 -0.4 -0.2 -0.1
C 16.0512 21.2028 17.1825 1.0 -0.3 1.2
C 17.4910 21.8068 17.1643 -0.9 -0.7 -0.4
C 17.5131 23.0090 18.0979 1.5 -0.4 1.1
C 18.5190 20.6999 17.4649 0.1 0.0 1.3
C 18.7224 19.7375 16.2982 0.5 0.0 0.8
C 19.1003 20.4952 15.0389 -0.9 0.8 1.3
C 18.0316 21.4991 14.6483 0.1 1.1 -0.8
C 18.6600 22.4206 13.5075 1.4 -2.7 1.4
C 16.7248 20.8956 14.0424 0.1 -0.1 0.9
N 17.8081 22.3592 15.8619 -0.3 0.3 -2.1
O 16.6831 23.2181 15.4819 1.0 0.0 0.3
H 15.9971 20.1291 17.1235 0.2 -0.5 -0.3
H 15.5642 21.4510 18.1054 -0.1 0.1 0.8
H 15.4213 21.6264 16.4677 -0.8 0.6 -1.4
H 18.5268 23.5042 18.0035 -1.0 -0.6 0.5
H 16.7915 23.7137 17.7625 -0.7 0.6 -0.3
H 17.2260 22.7412 19.1509 0.7 0.2 -0.9
H 19.5082 21.0733 17.8466 -0.9 0.0 -0.5
H 18.0463 20.1429 18.2990 0.5 0.1 -0.1
H 19.5279 19.0161 16.5697 -0.6 0.3 -0.2
H 17.7819 19.1737 16.1973 0.4 0.0 -0.4
H 19.1644 19.8120 14.2769 0.4 -1.7 -2.2
H 20.0552 21.0221 15.1008 0.0 -0.1 0.4
H 18.7956 21.8032 12.5840 -0.1 0.6 0.8
H 19.6340 22.8027 13.8690 -0.4 -0.1 -0.3
H 18.0102 23.2005 13.3461 -1.4 1.9 -0.8
H 16.7639 20.8102 12.9698 0.5 -0.2 -0.5
H 15.8509 21.5525 14.2006 0.5 -0.5 0.4
H 16.5823 19.8815 14.4379 -0.4 0.4 0.1
H 17.2333 23.9574 15.2344 -0.4 0.8 -0.2
C 13.2552 18.4904 17.4133 -1.1 -2.0 -0.9
C 12.7952 17.5683 18.6190 1.5 -0.3 -0.1
C 13.8776 17.5423 19.8193 -1.8 0.9 -0.4
C 11.4455 18.0210 19.1795 -1.0 -0.5 -0.6
C 10.5698 16.9811 19.9228 2.7 0.3 0.2
C 10.4963 15.7665 19.0078 -0.8 0.1 0.4
C 11.8459 15.1645 18.6438 1.6 1.2 1.3
C 12.5459 14.6345 19.9736 -0.1 -0.4 -0.7
C 11.7237 13.9479 17.7629 0.5 -0.1 1.4
N 12.6392 16.2528 17.9231 -1.3 -1.0 1.0
O 13.9170 15.6993 17.7141 0.7 0.1 -0.7
H 12.4611 18.4105 16.5906 1.0 0.0 1.2
H 14.1569 18.0192 16.9892 -0.2 0.3 0.2
H 13.4448 19.5266 17.5325 0.2 1.0 0.8
H 13.8342 18.5936 20.1551 0.8 -0.3 -0.1
H 14.8881 17.1749 19.6223 -0.3 0.3 -0.3
H 13.4702 17.0107 20.6837 0.1 -0.2 -0.3
H 11.5724 18.8874 19.8211 0.1 0.4 -0.2
H 10.7804 18.2438 18.3158 0.6 0.5 0.3
H 9.6655 17.5110 20.1323 -1.0 -0.2 0.0
H 11.0208 16.7547 20.9210 -0.4 -0.1 -0.7
H 9.9111 16.0598 18.1148 0.3 -0.4 0.2
H 9.9761 14.9933 19.5453 -0.6 -0.6 0.0
H 12.3200 15.2824 20.8288 0.6 -0.2 -0.2
H 12.0740 13.6603 20.2062 0.1 0.5 -0.1
H 13.6371 14.3860 19.8329 -1.1 0.7 0.2
H 12.6915 13.6510 17.3847 0.1 -0.1 -0.2
H 11.3671 13.1612 18.4382 -0.2 -0.1 -0.6
H 11.0336 14.1380 17.0031 -1.1 0.1 -1.5
H 13.9783 15.5371 16.7547 0.0 0.1 0.5
C 14.8922 11.9359 16.8671 -0.9 -0.9 0.6
C 16.2978 12.4344 16.6381 0.4 0.7 0.3
C 17.3033 11.5589 17.5116 -1.4 0.7 0.8
C 16.6403 12.3606 15.1418 -0.5 0.2 0.6
C 17.7831 13.2420 14.6790 1.6 -1.0 0.2
C 17.6934 14.6873 15.0880 -0.8 -1.0 1.5
C 17.4194 14.7443 16.6045 0.7 1.1 0.8
C 18.6989 14.3331 17.4113 1.2 0.7 -1.1
C 17.0160 16.2027 17.0132 1.4 0.8 -2.2
N 16.2329 13.9426 16.9380 0.1 -2.2 0.0
O 16.0375 13.9883 18.3579 1.9 -1.5 -0.3
H 14.1634 12.3401 16.1705 -0.1 0.9 0.2
H 14.7403 10.8787 16.6456 0.7 -0.4 0.1
H 14.5758 12.0228 17.9313 0.1 0.3 -0.8
H 16.9818 10.4848 17.6144 0.1 1.2 -0.3
H 18.2531 11.6161 17.0693 1.4 -0.3 -0.8
H 17.4848 11.9812 18.5294 -0.6 -0.4 -0.7
H 16.7733 11.3103 14.9132 0.3 -0.3 -0.3
H 15.7438 12.6681 14.6264 -0.5 0.2 -0.4
H 18.7443 12.8158 15.0538 -0.5 0.2 -0.2
H 17.8768 13.1748 13.6093 0.0 -0.1 -0.6
H 16.8521 15.1169 14.6151 -1.2 0.6 -0.7
H 18.5327 15.2864 14.7883 0.7 0.1 0.1
H 18.4448 13.9716 18.3947 0.0 -0.2 0.2
H 19.3163 15.2559 17.5408 -0.4 -0.6 0.0
H 19.4076 13.6109 16.8822 -1.2 0.7 0.6
H 16.2581 16.6728 16.3058 0.3 -1.0 1.2
H 17.8905 16.8731 16.7927 -0.4 -0.7 0.4
H 16.8195 16.2873 18.0688 -0.5 0.2 0.2
H 15.4387 14.6843 18.4414 -2.1 1.9 0.3
C 13.6154 15.0594 13.2677 0.6 0.6 -0.5
C 13.1732 16.5160 13.3819 -1.4 -0.1 -0.7
C 11.9626 16.5371 14.3188 0.0 -0.3 0.8
C 14.2511 17.3970 13.9630 1.0 -1.2 1.2
C 15.3719 17.6726 13.0042 -2.2 2.5 -1.6
C 14.6419 18.4478 11.7977 1.6 0.3 1.5
C 13.6693 17.5621 11.1129 -1.8 0.4 -2.5
C 12.8871 18.4289 10.0647 -1.6 -1.0 0.3
C 14.3230 16.4537 10.3130 0.7 -0.5 0.0
N 12.7006 17.0978 12.0658 -0.8 -0.1 2.1
O 11.7927 16.1707 11.4839 1.3 -0.7 -0.7
H 12.8626 14.3557 12.9200 0.0 0.3 -0.2
H 14.5428 14.9911 12.6987 -0.2 -0.3 -0.2
H 13.8834 14.8078 14.2561 0.3 -0.8 1.4
H 12.0295 15.8795 15.1842 1.0 0.1 0.5
H 11.6558 17.5074 14.7248 0.1 -0.1 -0.6
H 11.1556 15.9982 13.8896 -1.1 0.1 -1.1
H 13.8080 18.3236 14.3093 0.0 0.3 0.0
H 14.6549 16.8714 14.8758 -0.5 0.4 -0.6
H 16.1303 18.2841 13.4174 0.6 0.8 0.5
H 15.8768 16.8591 12.5980 0.6 -1.9 -0.5
H 15.3603 18.7747 11.0328 -0.1 0.1 0.3
H 14.1033 19.3426 12.1983 0.5 -0.6 -0.2
H 12.2328 17.8360 9.3977 0.3 -0.3 0.6
H 13.5291 18.8843 9.3629 1.1 0.9 -0.5
H 12.1792 19.1472 10.5056 0.6 0.0 0.2
H 14.9697 16.8293 9.4816 -0.6 -0.3 0.7
H 13.6213 15.6922 9.9862 -0.4 0.4 -0.6
H 14.8858 15.8608 11.0096 1.0 -0.1 0.1
H 10.9148 16.4525 11.6873 -0.7 0.8 0.3
C 8.3981 11.9003 18.2665 -0.5 1.6 -0.8
N 9.4338 11.3364 19.0469 1.5 0.0 1.4
C 10.3984 10.3803 18.4803 0.2 0.2 0.9
C 9.7462 11.7649 20.3227 -0.1 -0.2 -0.7
O 9.2797 12.6869 20.9558 -0.4 0.0 -0.4
H 7.8737 11.1063 17.7787 0.0 -0.4 -1.1
H 8.6861 12.7711 17.5835 -0.1 -1.4 0.6
H 7.6080 12.2981 18.8760 0.0 0.4 0.8
H 11.4182 10.7836 18.3221 -0.7 0.0 -0.2
H 10.4890 9.5448 19.1554 0.3 -0.2 0.6
H 10.0149 9.8916 17.6241 -0.4 0.1 -1.3
H 10.5356 11.1365 20.7403 0.3 -0.2 0.2
C 20.7540 9.3988 15.4972 1.0 0.8 -1.2
N 21.4682 10.6568 15.0669 -0.6 -0.3 1.8
C 22.1134 11.5252 16.0950 0.3 -0.9 0.0
C 21.0847 11.2166 13.9151 0.8 0.8 -0.8
O 21.4954 12.3145 13.5364 -0.6 -0.7 0.1
H 21.1363 9.0142 16.4275 0.2 0.2 0.3
H 20.9864 8.6658 14.7262 -0.3 -0.2 0.1
H 19.6874 9.5445 15.5637 -0.4 0.1 0.1
H 21.6807 12.5307 16.1548 -0.1 -0.3 -0.2
H 21.9922 10.9946 17.0500 0.0 0.4 -0.2
H 23.2032 11.6279 15.9341 -0.5 0.0 -0.2
H 20.4240 10.5662 13.2972 0.2 0.3 0.2
C 24.8933 14.6022 14.6853 0.6 0.0 -0.5
N 25.9648 13.9211 15.3359 -0.3 -2.6 -0.1
C 26.4022 12.6763 14.6964 1.0 0.4 2.3
C 26.7464 14.5164 16.2381 0.1 1.8 1.0
O 27.8503 14.1905 16.6378 -0.6 -0.3 -0.2
H 24.6252 15.4337 15.2932 -0.3 0.9 0.0
H 24.0323 14.0413 14.4002 -0.8 -1.1 0.7
H 25.2712 14.8291 13.7066 0.2 1.2 -0.7
H 27.3427 12.3880 15.1775 0.1 0.3 -0.4
H 25.7890 11.8096 14.8120 -1.2 -0.2 0.3
H 26.4994 12.8670 13.6841 0.6 0.2 -2.2
H 26.2382 15.4640 16.6197 0.5 -0.7 -0.3
C 15.7013 13.9023 21.7071 -0.8 0.9 1.2
N 14.8048 12.7746 21.6887 -0.6 0.4 0.2
C 13.5976 12.7144 22.5540 1.1 -1.3 -0.7
C 14.8854 11.8609 20.7224 0.3 0.6 0.3
O 14.1060 10.9540 20.6264 -1.1 -1.6 -0.7
H 16.3304 14.0337 20.8351 -0.1 -0.4 -0.3
H 16.3106 13.8618 22.6046 0.4 0.0 0.1
H 15.0929 14.8093 21.8300 0.2 0.0 -0.3
H 12.7030 13.0385 22.0174 0.1 -0.3 0.1
H 13.5366 11.6627 22.9118 -0.4 0.8 -0.4
H 13.7632 13.3282 23.3973 0.2 0.8 0.9
H 15.7088 12.0415 20.0477 0.6 -0.1 -0.5



(2)
81
Properties=species:S:1:pos:R:3:forces:R:3 method="wB97M-V/def2-TZVPD" e_tot_ev=-37116.2061 total_charge=+1 homo_lumo_gap_ev=8.5
C -1.7266 0.5807 -1.0579 -0.8 -0.1 -0.8
C -2.3312 0.3875 -2.5284 -0.4 0.6 -3.1
C -3.3110 -0.7392 -2.9443 0.2 1.4 -2.1
C -3.9304 -0.8924 -4.3719 2.9 3.2 0.6
C -3.4979 0.1330 -5.4663 1.5 0.1 3.8
C -2.5021 1.2299 -5.0307 -0.4 -1.0 1.0
C -1.9886 2.2833 -6.1514 -0.3 -0.5 1.0
P -0.3812 1.4896 -6.8266 -1.9 0.1 1.1
C -1.9047 1.4025 -3.6142 -2.7 -3.1 -1.2
H -1.1718 -0.3721 -0.7699 -0.9 1.3 -0.1
H -2.6192 0.8180 -0.3739 1.5 -0.6 -0.8
H -0.9907 1.4598 -0.9899 -1.2 -1.3 -0.4
H -3.6299 -1.5370 -2.1774 0.6 1.5 -1.2
H -4.6619 -1.7257 -4.6403 1.2 1.3 0.6
H -3.8763 0.0970 -6.5504 0.6 0.0 2.0
H -2.7613 2.4733 -6.9665 1.2 -0.5 0.9
H -1.7308 3.2852 -5.6729 -0.2 -1.3 -0.7
H -0.8059 0.2047 -7.3455 0.7 1.0 0.2
H 0.4246 1.2548 -5.6453 -0.3 0.1 -1.1
H 0.2748 2.2948 -7.8083 -0.1 -0.6 0.4
H -1.1736 2.2666 -3.4284 -1.3 -1.5 -0.1
C 2.9453 -1.3057 -1.5244 0.0 -0.1 0.1
C 2.8937 -2.5858 -2.3476 0.1 0.1 0.0
C 2.7906 -2.3321 -3.8523 0.1 -0.1 -0.1
C 1.5252 -1.5976 -4.3034 0.0 0.2 0.1
C 0.2051 -2.2715 -3.9241 0.0 0.1 -0.2
C 0.0299 -3.6453 -4.5570 -0.1 -0.1 0.1
H 2.0347 -0.7123 -1.6409 0.0 0.0 0.0
H 3.0499 -1.5438 -0.4629 0.0 0.1 -0.1
H 3.7991 -0.6890 -1.8181 -0.1 0.0 0.0
H 2.0608 -3.2091 -2.0060 0.0 0.0 -0.1
H 3.8050 -3.1609 -2.1549 -0.1 0.0 0.0
H 2.8604 -3.2910 -4.3760 0.0 0.1 0.0
H 3.6619 -1.7507 -4.1757 0.0 0.0 0.0
H 1.5656 -1.4813 -5.3942 0.0 -0.1 0.0
H 1.5298 -0.5786 -3.8948 0.0 0.0 0.0
H -0.6205 -1.6290 -4.2523 0.0 0.0 0.1
H 0.1148 -2.3534 -2.8368 0.0 0.1 0.0
H 0.0678 -3.5795 -5.6480 0.0 -0.1 0.0
H -0.9393 -4.0674 -4.2783 0.1 0.0 -0.1
H 0.8009 -4.3445 -4.2262 0.0 0.0 -0.1
C -3.0480 -1.7072 1.9251 -0.2 -0.1 0.0
C -3.6163 -0.3406 2.2831 0.1 0.0 -0.1
C -2.5516 0.6497 2.7570 -0.1 0.1 0.1
C -1.8147 0.2526 4.0387 0.1 -0.2 0.0
C -2.7048 0.0159 5.2596 0.1 0.1 0.0
C -3.4709 1.2586 5.6928 -0.1 -0.1 0.1
H -2.5866 -2.1921 2.7882 0.0 0.0 -0.1
H -3.8438 -2.3642 1.5643 0.1 0.0 0.0
H -2.2965 -1.6209 1.1351 0.0 0.0 0.1
H -4.3983 -0.4549 3.0405 0.1 0.1 0.0
H -4.1079 0.0756 1.3964 -0.1 0.0 0.1
H -3.0209 1.6295 2.8962 0.0 0.0 0.0
H -1.8101 0.7835 1.9598 0.0 0.0 0.0
H -1.0881 1.0388 4.2743 0.0 0.0 0.0
H -1.2239 -0.6524 3.8537 0.0 0.1 0.0
H -2.0728 -0.3111 6.0918 0.0 0.0 -0.1
H -3.4073 -0.8014 5.0699 0.0 0.0 0.0
H -2.7844 2.0745 5.9351 -0.1 0.0 0.0
H -4.0656 1.0427 6.5843 0.0 0.1 -0.1
H -4.1565 1.6033 4.9151 0.0 0.0 0.0
C 4.3159 2.3580 6.3280 -0.1 0.1 0.1
C 3.3241 1.3225 5.8157 0.1 -0.1 0.0
C 3.8674 0.4895 4.6537 -0.1 -0.1 0.0
C 4.2040 1.2797 3.3858 0.1 0.1 0.1
C 3.0474 2.0836 2.7904 0.1 -0.1 -0.1
C 1.8838 1.2127 2.3367 -0.2 0.1 0.0
H 4.5685 3.0916 5.5589 0.0 0.0 0.0
H 3.8899 2.9017 7.1750 0.1 0.0 0.0
H 5.2392 1.8785 6.6640 0.0 0.1 0.0
H 2.3906 1.8181 5.5286 0.0 0.0 0.0
H 3.0705 0.6459 6.6385 0.0 0.0 -0.1
H 3.1397 -0.2928 4.4120 0.0 0.0 0.0
H 4.7715 -0.0349 4.9842 -0.1 0.0 0.0
H 4.5755 0.5768 2.6311 0.0 0.0 0.0
H 5.0370 1.9618 3.5918 -0.1 -0.1 0.0
H 3.4217 2.6427 1.9261 0.0 0.0 0.1
H 2.6904 2.8303 3.5059 0.0 0.0 0.0
H 2.2090 0.4896 1.5830 0.0 0.0 0.1
H 1.0998 1.8334 1.8929 0.0 -0.1 0.0
H 1.4383 0.6658 3.1710 0.0 0.0 -0.1



(3)
17
Properties=species:S:1:pos:R:3:forces:R:3 method="wB97M-V/def2-TZVPD" e_tot_ev=-6849.5711 e_above_lowest_kj_mol=381.8 homo_lumo_gap_ev=9.3
C -1.9156 1.0350 -0.3650 -0.3 0.1 0.0
C -1.4351 -0.3781 -0.0480 -0.6 0.3 0.3
N -0.0597 -0.4887 -0.4262 1.7 -1.9 -1.7
C 0.9382 -1.7097 0.4135 -0.1 0.5 0.3
C 1.0390 -0.2192 0.4924 -0.1 -0.1 0.3
C 2.2346 0.4954 -0.0992 0.0 0.0 0.0
H -2.9713 1.1488 -0.0890 0.2 0.0 0.0
H -1.3310 1.7772 0.1930 -0.1 -0.2 -0.1
H -1.8143 1.2520 -1.4353 0.0 -0.1 0.2
H -1.5301 -0.5913 1.0266 -0.1 0.0 -0.1
H -2.0373 -1.1214 -0.5856 0.2 0.1 0.1
H 0.2283 -2.0628 1.1849 0.1 0.1 -0.2
H 0.3132 -1.3295 -1.0511 -0.9 1.3 0.8
H 0.6088 0.2946 1.3606 0.2 -0.2 0.0
H 3.0578 0.4961 0.6274 -0.2 0.0 -0.1
H 1.9944 1.5359 -0.3584 0.0 -0.2 0.1
H 2.5790 -0.0326 -0.9967 -0.1 0.1 0.2



| no. | HOMO energy (hartree) |
| --- | --- |
| 1 | -0.307 |
| 2 | -0.442 |
| 3 | -0.301 |